(1)
A cluster of 2 separate species, C5H5ClFNO in total in a non-equilibrium geometry, computed with ωB97M-V/def2-TZVPD.

Its SMILES is O=C=C/N=C/F.C=CCl. The value obtained for the calculated total energy is -883.4713 a.u. Its HOMO energy is -8.85 eV. The calculation puts the HOMO-LUMO gap at 9.4 eV. The charge is 0.

XYZ file:
```
14
Properties=species:S:1:pos:R:3:forces:R:3
O 3.814865 -1.739685 -1.988585 0.0 -0.4 -0.7
C 3.521694 -0.799869 -1.394569 0.0 0.4 1.5
C 3.277674 0.223212 -0.579440 0.3 0.1 -0.8
N 2.788557 0.253389 0.707797 -0.1 -0.9 0.6
C 2.419767 -0.687084 1.441036 0.1 0.5 -1.7
F 1.959609 -0.358492 2.603146 -0.8 0.8 2.7
H 3.536646 1.201695 -0.914166 0.2 0.3 -0.7
H 2.238170 -1.738894 1.355736 0.5 -0.8 -0.9
C -0.141104 2.100582 0.957787 -1.9 -1.5 -0.6
C -0.812593 1.077575 1.460933 0.1 0.5 -0.2
Cl -2.196257 0.395416 0.697581 -0.1 -0.4 -0.4
H 0.471785 2.625937 1.601412 1.7 0.9 0.7
H -0.387699 2.394626 -0.040824 0.1 0.6 -0.3
H -0.604606 0.628780 2.403123 0.0 -0.1 0.6
```
Positions in Å, forces in eV/Å.

Results of the natural (NBO) charge analysis, in e, for atoms 1 through 4: -0.420, 0.713, -0.386, -0.441

=====

(2)
An isolated molecule of C5H5ClINO2 in a non-equilibrium geometry, computed with ωB97M-V/def2-TZVPD.

Its SMILES is COC1=NO[C@H](Cl)C=C1I. The value obtained for the calculated total energy is -1156.5230 a.u. Its HOMO energy is -9.48 eV. The calculation puts the HOMO-LUMO gap at 9.4 eV. The charge is 0. The energy relative to the best compared isomer or geometry (same formula, charge and spin) is 0.0 kcal per mole.

XYZ file:
```
15
Properties=species:S:1:pos:R:3:forces:R:3
C -1.183868 1.446533 -0.674899 1.7 0.8 -0.4
O -1.017097 0.681778 0.502270 -0.6 -0.4 0.1
C -0.149682 -0.327699 0.372790 -0.5 0.5 5.0
N 0.565394 -0.411104 -0.619930 2.0 -0.6 -3.1
O 1.510733 -1.428589 -0.642291 -0.2 0.4 1.3
C 1.343457 -2.388447 0.373201 1.3 -2.0 -4.3
Cl -0.107968 -3.397854 -0.234108 0.1 -0.6 0.1
C 1.038693 -1.992246 1.695660 -0.3 0.2 1.0
C 0.183663 -1.010362 1.721439 -2.0 2.6 -0.5
I -0.797396 -0.068673 3.354538 0.6 -0.8 -0.3
H -0.374457 2.183635 -0.756096 0.0 0.2 0.5
H -2.103207 2.016218 -0.621709 -0.4 -0.6 -0.3
H -0.860995 0.808696 -1.495119 -1.4 0.0 -0.6
H 2.226080 -3.040062 0.182291 -0.7 0.4 0.7
H 1.342554 -2.631701 2.482578 0.3 -0.1 0.9
```
Positions in Å, forces in eV/Å.

Results of the natural (NBO) charge analysis, in e, for atoms 1 through 4: -0.286, -0.485, 0.442, -0.185

=====

(3)
An isolated molecule of C5H5ClNP in a non-equilibrium geometry, computed with ωB97M-V/def2-TZVPD.

The value obtained for the calculated total energy is -1049.5940 a.u. Its HOMO energy (alpha / beta) is -8.73 / -8.73 eV. The calculation puts the HOMO-LUMO gap (alpha / beta) at 8.3 / 8.3 eV. The charge is 0. The energy relative to the best compared isomer or geometry (same formula, charge and spin) is 105.7 kcal per mole.

XYZ file:
```
13
Properties=species:S:1:pos:R:3:forces:R:3
C 1.348046 -0.140072 -0.224789 1.5 1.4 -0.7
C 1.032538 -1.532503 -0.102979 1.5 -0.9 -0.5
C -1.371092 -1.683437 0.013316 0.8 -0.1 0.5
C 0.464175 0.789347 -0.004938 -2.7 -2.3 -0.5
C -1.683246 -0.394261 -0.021322 4.1 -0.4 0.1
N -0.027740 -2.178260 0.003864 -2.3 -0.5 0.1
P -0.512654 2.177660 -0.070026 -0.8 0.4 -2.3
Cl -3.006396 0.555111 0.031848 -1.5 0.1 0.1
H 2.385102 0.175238 -0.573209 -1.2 -0.6 0.8
H 1.860183 -2.225420 -0.162427 0.7 0.2 0.1
H -1.976951 -2.580413 0.166003 -0.8 0.8 -0.3
H 0.328943 3.100959 0.378366 1.6 1.7 0.8
H -1.093058 1.908344 1.099021 -1.0 0.2 1.8
```
Positions in Å, forces in eV/Å.

Results of the natural (NBO) charge analysis, in e, for atoms 1 through 4: -0.402, 0.105, -0.154, -0.166

=====

(4)
An isolated molecule of C5H5ClO in a non-equilibrium geometry, computed with ωB97M-V/def2-TZVPD.

The value obtained for the calculated total energy is -728.7781 a.u. Its HOMO energy (alpha / beta) is -8.55 / -8.22 eV. The calculation puts the HOMO-LUMO gap (alpha / beta) at 7.2 / 7.4 eV. The charge is 0. The energy relative to the best compared isomer or geometry (same formula, charge and spin) is 91.1 kcal per mole.

XYZ file:
```
12
Properties=species:S:1:pos:R:3:forces:R:3
C 0.501971 0.111701 -0.439776 0.2 2.2 -2.3
C -0.271851 0.619098 0.682100 -2.3 -2.2 0.2
C 2.201520 -1.734012 0.062833 0.9 0.5 0.3
C 1.495906 -0.786130 -0.643189 -0.1 -0.8 0.3
C -1.771341 0.977466 0.238975 0.2 0.5 0.7
O 0.052725 0.524227 1.847316 0.0 0.5 -0.4
Cl 1.870047 -3.157044 0.798531 -0.6 0.0 0.0
H 0.376649 0.742621 -1.378880 -0.2 -0.8 1.3
H 1.969781 -0.651948 -1.611563 0.2 -0.2 -0.2
H -1.705837 1.723078 -0.564692 -0.2 -0.2 0.0
H -2.230663 1.486478 1.109936 0.2 -0.4 -0.5
H -2.488906 0.144466 -0.101591 1.7 0.9 0.6
```
Positions in Å, forces in eV/Å.

Results of the natural (NBO) charge analysis, in e, for atoms 1 through 4: -0.300, 0.535, 0.025, -0.331

=====

(5)
An isolated molecule of C5H5ClO2 in a non-equilibrium geometry, computed with ωB97M-V/def2-TZVPD.

Its SMILES is C=C/C(=C\Cl)OC=O. The value obtained for the calculated total energy is -804.1120 a.u. Its HOMO energy is -9.13 eV. The calculation puts the HOMO-LUMO gap at 9.6 eV. The charge is 0. The energy relative to the best compared isomer or geometry (same formula, charge and spin) is 47.2 kcal per mole.

XYZ file:
```
13
Properties=species:S:1:pos:R:3:forces:R:3
C 1.046354 -0.312759 -2.139462 0.8 0.0 0.9
C 0.081849 -0.690761 -1.264236 0.6 -0.3 0.1
C -0.217720 -0.166478 0.173505 -1.9 -2.0 -1.9
C -1.408086 -0.349919 0.807960 -0.7 -0.7 -1.8
Cl -2.787234 -1.317400 0.089123 1.6 0.9 0.4
O 0.828367 0.451958 0.771373 0.1 1.7 1.5
C 0.564649 1.201485 1.910363 1.2 1.3 0.8
O -0.457527 1.307711 2.532051 0.9 -0.2 -0.7
H 1.955371 0.335315 -2.112308 -1.3 0.1 1.0
H 1.160588 -0.842614 -3.066898 -0.7 -0.5 -0.3
H -0.485522 -1.586588 -1.658062 0.1 1.4 1.0
H -1.757054 0.149107 1.689793 0.2 -0.4 0.0
H 1.475966 1.820943 2.266797 -0.9 -1.3 -1.1
```
Positions in Å, forces in eV/Å.

Results of the natural (NBO) charge analysis, in e, for atoms 1 through 4: -0.368, -0.241, 0.216, -0.217

=====

(6)
A structure of composition C5H5CsFMgO4 in a non-equilibrium geometry, computed with ωB97M-V/def2-TZVPD.

The spin multiplicity is 2. The value obtained for the calculated total energy is -813.9458 a.u. Its HOMO energy (alpha / beta) is -14.70 / -14.70 eV. The calculation puts the HOMO-LUMO gap (alpha / beta) at 6.7 / 6.4 eV. The charge is +2.

XYZ file:
```
17
Properties=species:S:1:pos:R:3:forces:R:3
H 4.381301 -0.921328 2.239314 -0.3 0.0 -0.5
O 2.595465 0.056711 2.706053 -0.7 -1.4 0.1
O 2.974457 1.910944 1.658108 0.7 1.4 0.8
O 0.867579 1.451736 2.323882 0.8 0.3 1.0
C 3.720833 -0.127286 1.896240 1.9 1.4 2.3
C 4.084178 1.132685 1.542479 -0.8 -1.3 -1.9
C 2.047834 1.219145 2.375554 -1.6 -0.4 -2.3
H 4.905547 1.508432 0.939689 -0.2 0.0 0.4
C 1.874069 -1.270474 -1.385075 2.0 2.0 2.1
C 1.144726 -2.530722 -1.399911 -1.3 -0.3 -1.1
O -0.093016 -2.571563 -1.251683 1.0 -0.5 0.2
Mg -1.381134 -4.284191 -1.404596 0.1 0.0 0.0
Cs -2.191328 0.307515 -0.755084 0.1 0.4 0.2
F 0.981377 -0.220421 -1.556401 0.2 -0.3 0.5
H 2.593578 -1.219208 -2.213561 -0.1 -0.3 0.1
H 1.684037 -3.393243 -1.824388 0.1 -0.1 0.8
H 2.590739 -1.065499 -0.364560 -2.0 -0.8 -2.4
```
Positions in Å, forces in eV/Å.

Results of the natural (NBO) charge analysis, in e, for atoms 1 through 4: 0.244, -0.454, -0.439, -0.592